1.
A 13-piece molecular cluster, C25H80N22O13 overall in a non-equilibrium geometry. Source: the Open Molecules 2025 dataset; level of theory: the ωB97M-V functional and the def2-TZVPD basis.

E_HOMO	-0.3311	hartree
frontier orbital gap	9.5	eV
M	897.06	Da
calculated total energy	-3183.59241	hartree
lowest unoccupied orbital energy	0.5	eV
energy above the lowest of the compared OMol25 structures with the same formula, charge and spin	115.7	kJ/mol

Cartesian coordinates (Å):
1 C 12.85157 17.05660 13.38592
2 O 12.55544 18.07043 14.07210
3 N 12.60473 17.02904 12.02557
4 N 13.31979 15.98907 13.97810
5 H 12.28984 17.83101 11.58757
6 H 12.92128 16.26730 11.43617
7 H 13.91541 15.31735 13.44407
8 H 13.41152 16.15834 15.02070
9 C 10.99925 18.33788 8.57461
10 O 11.74032 17.86305 9.43687
11 N 11.37345 19.44679 7.80006
12 N 9.78574 17.81927 8.19678
13 H 10.63338 19.98671 7.39578
14 H 12.00727 20.02260 8.31497
15 H 9.47212 16.91147 8.45343
16 H 9.32830 18.22729 7.43052
17 C 15.41218 18.70456 9.81725
18 O 15.28804 17.53693 9.40176
19 N 16.60234 19.19420 10.50897
20 N 14.42870 19.61424 9.61605
21 H 16.43630 19.94209 11.14591
22 H 17.51672 18.77167 10.40049
23 H 14.63882 20.52477 9.96685
24 H 13.43193 19.24858 9.63557
25 C 9.87172 16.41890 17.05867
26 O 10.52086 16.28746 18.10453
27 N 10.41028 17.08447 15.97207
28 N 8.57536 15.94281 16.99128
29 H 9.81989 17.10871 15.17066
30 H 11.44715 17.08998 15.84443
31 H 8.00792 16.27658 16.20339
32 H 8.10368 15.75928 17.85462
33 C 11.52811 22.22991 10.58854
34 O 11.98618 21.45310 9.76185
35 N 10.18663 22.21716 10.86196
36 N 12.23707 23.15088 11.21045
37 H 9.88872 22.67694 11.68158
38 H 9.56963 21.72746 10.22461
39 H 11.69366 23.98752 11.47904
40 H 13.18462 23.44624 11.11261
41 C 11.64415 14.15476 9.62969
42 O 10.42179 14.29141 9.85041
43 N 12.20276 12.90591 9.40279
44 N 12.50551 15.18822 9.50046
45 H 11.62243 12.13889 9.58318
46 H 13.22848 12.90958 9.16461
47 H 13.52638 15.00587 9.34527
48 H 12.11687 16.13247 9.47784
49 C 14.27271 20.52677 12.96876
50 O 15.08113 21.24842 12.43047
51 N 13.16920 20.04541 12.30819
52 N 14.34576 20.12010 14.30521
53 H 12.51713 19.47540 12.81074
54 H 12.77727 20.59350 11.56531
55 H 15.31277 20.32318 14.61532
56 H 13.63163 19.55808 14.69477
57 C 7.80880 19.47552 10.04575
58 O 8.18433 20.32385 9.20407
59 N 6.50003 19.18703 10.22210
60 N 8.66333 18.79890 10.79864
61 H 5.90192 19.64825 9.54062
62 H 6.17453 18.51279 10.87602
63 H 9.52710 19.29884 10.90653
64 H 8.43422 18.05782 11.41769
65 C 8.71470 15.99585 12.79170
66 O 8.07973 16.93134 13.20372
67 N 9.70220 15.32067 13.46005
68 N 8.40200 15.42988 11.54652
69 H 10.10300 14.53743 12.97612
70 H 10.38951 15.85245 14.03834
71 H 9.10880 15.09107 10.90445
72 H 7.67952 15.90828 11.11685
73 C 8.79473 20.81290 16.11129
74 C 9.16040 21.91936 15.19210
75 C 10.62872 22.21338 15.28588
76 O 11.13955 23.21022 14.49404
77 C 12.43413 23.64477 14.85538
78 N 8.78726 21.83754 13.76507
79 H 9.58018 20.00685 15.88437
80 H 7.79472 20.41560 15.76873
81 H 8.76024 21.06183 17.14603
82 H 8.65641 22.81678 15.43598
83 H 11.12788 21.22610 15.07472
84 H 10.94365 22.43613 16.32813
85 H 12.37764 24.15730 15.80596
86 H 12.82159 24.28633 14.11651
87 H 13.07528 22.81111 15.07262
88 H 7.81649 22.19522 13.60242
89 H 8.79559 20.87944 13.41197
90 C 17.20258 15.27677 11.41267
91 C 15.79610 14.80492 10.97888
92 C 16.07852 14.20617 9.59017
93 O 15.00716 13.52909 8.98322
94 C 15.36668 12.58567 7.92379
95 N 15.11164 14.01803 11.98226
96 H 18.00129 14.49008 11.40339
97 H 17.14673 15.68531 12.39185
98 H 17.54109 16.09292 10.77973
99 H 15.31493 15.72513 10.78384
100 H 16.83636 13.41294 9.71868
101 H 16.50003 14.97682 8.94865
102 H 15.08594 12.95273 6.90982
103 H 14.82511 11.61188 8.12000
104 H 16.43729 12.39091 7.86480
105 H 14.16647 13.72636 11.56733
106 H 15.50833 13.10005 12.16908
107 C 15.65848 17.33976 16.88612
108 C 14.34840 17.17779 17.55770
109 C 13.52631 18.50943 17.62996
110 O 14.36351 19.55042 18.12502
111 C 14.10848 20.85336 17.80258
112 N 13.46723 16.17447 16.93162
113 H 15.61065 17.57069 15.76771
114 H 16.30938 16.43899 17.05228
115 H 16.11547 18.08108 17.45773
116 H 14.50703 16.92783 18.59051
117 H 12.70198 18.22175 18.31626
118 H 13.21450 18.80724 16.65685
119 H 13.76707 20.97545 16.81161
120 H 15.00332 21.41720 17.94951
121 H 13.37208 21.41440 18.42583
122 H 13.95203 15.32871 16.64373
123 H 12.63754 15.91071 17.48788
124 C 17.04752 10.69451 11.53070
125 C 16.19616 10.12686 12.67248
126 C 14.69963 10.03219 12.19208
127 O 13.88263 11.17154 12.29110
128 C 13.62724 11.42052 13.68628
129 N 16.61656 8.77022 12.91692
130 H 16.66814 11.62802 11.09253
131 H 17.06107 9.93581 10.73317
132 H 18.08945 10.73197 11.90392
133 H 16.25127 10.79886 13.53652
134 H 14.20499 9.22881 12.79255
135 H 14.72284 9.81848 11.15178
136 H 14.51061 11.81600 14.20546
137 H 13.20738 10.53390 14.18285
138 H 12.80751 12.09509 13.80806
139 H 15.99455 8.36883 13.60146
140 H 17.60072 8.66550 13.17202



2.
A 15-piece molecular cluster, C25H85O30P5 overall in a non-equilibrium geometry. Source: the Open Molecules 2025 dataset; level of theory: the ωB97M-V functional and the def2-TZVPD basis.

E_HOMO	-0.3518	hartree
frontier orbital gap	9.9	eV
M	1020.80	Da
calculated total energy	-4967.72394	hartree
lowest unoccupied orbital energy	0.3	eV
energy above the lowest of the compared OMol25 structures with the same formula, charge and spin	223.8	kJ/mol

Cartesian coordinates (Å):
1 C -4.53378 0.60036 0.62591
2 O -3.83339 -0.53404 1.03454
3 H -5.31203 0.90416 1.32526
4 H -3.89503 1.45726 0.40933
5 H -5.06883 0.40431 -0.31579
6 H -3.05835 -0.71383 0.48096
7 C 1.19803 -0.39206 -4.32306
8 O 1.01263 0.99918 -4.54496
9 H 1.66189 -0.57111 -3.34690
10 H 0.19335 -0.80761 -4.25332
11 H 1.78369 -0.93169 -5.06956
12 H 1.86827 1.45176 -4.47488
13 C 1.06194 -2.64580 5.54056
14 O 1.84526 -3.45233 6.44836
15 H 0.97524 -1.68532 6.03743
16 H 1.65617 -2.52598 4.62860
17 H 0.15899 -3.20205 5.29210
18 H 1.98187 -4.31914 6.06057
19 C -2.54997 1.92947 3.21467
20 O -2.35630 0.52125 3.43011
21 H -2.04714 2.21008 2.28116
22 H -3.60128 2.09891 2.95426
23 H -2.22276 2.49542 4.07792
24 H -2.91040 0.11166 2.74860
25 C -2.86911 -3.18226 2.76996
26 O -1.91120 -2.82195 3.76070
27 H -3.28523 -2.38321 2.15766
28 H -2.47739 -4.01129 2.18341
29 H -3.68030 -3.62644 3.35989
30 H -1.92139 -1.92033 4.09425
31 C -4.58484 -1.35735 -2.85014
32 O -3.33209 -1.56311 -2.21544
33 H -5.35731 -1.54853 -2.10671
34 H -4.77778 -0.38863 -3.31286
35 H -4.71047 -2.12809 -3.61785
36 H -2.62900 -1.46459 -2.86633
37 C 1.40367 -6.94281 0.59612
38 O 1.69549 -6.67612 -0.74675
39 H 1.22508 -6.00726 1.12935
40 H 0.53011 -7.59415 0.74080
41 H 2.17889 -7.45173 1.18821
42 H 1.80933 -7.52132 -1.19344
43 C -2.14718 1.34874 -4.13588
44 O -3.01652 1.78982 -3.08469
45 H -2.60093 1.13496 -5.10619
46 H -1.39345 2.13206 -4.22710
47 H -1.64707 0.44161 -3.80312
48 H -3.29016 2.68673 -3.29287
49 C 3.67884 0.32420 3.29082
50 O 3.40420 -0.95699 3.84857
51 H 3.32119 1.08458 3.99733
52 H 4.75017 0.52737 3.23830
53 H 3.17511 0.50089 2.34269
54 H 4.22300 -1.27870 4.23034
55 C 3.84394 -2.28008 -0.32102
56 O 3.34454 -1.57889 -1.46233
57 H 3.85279 -3.33753 -0.59612
58 H 4.84169 -1.93186 -0.05107
59 H 3.26984 -2.09684 0.59301
60 H 2.38929 -1.75688 -1.45814
61 C -2.31066 -7.12113 -0.22013
62 O -3.60597 -6.76970 0.26410
63 P -4.88662 -6.88634 -0.70408
64 O -4.87417 -8.01969 -1.63684
65 O -6.02899 -6.75320 0.36809
66 C -7.41583 -6.87853 0.06677
67 O -4.96330 -5.46679 -1.45985
68 C -4.88298 -4.24433 -0.71579
69 H -2.08809 -8.14027 0.08686
70 H -1.54706 -6.41690 0.09650
71 H -2.29900 -7.06757 -1.31207
72 H -7.91636 -7.46404 0.83677
73 H -7.51010 -7.49513 -0.83068
74 H -7.88484 -5.90402 -0.03469
75 H -5.78687 -3.66567 -0.89436
76 H -4.06136 -3.64119 -1.11023
77 H -4.60258 -4.47577 0.31096
78 C -1.20556 1.03192 -1.14861
79 O -1.35572 -0.18532 -0.40144
80 P -0.21432 -1.27015 -0.53174
81 O 0.44526 -1.37575 -1.84730
82 O 0.75894 -0.95515 0.67912
83 C 0.21767 -0.84555 2.02153
84 O -0.92121 -2.58030 -0.01850
85 C -0.44483 -3.90084 -0.20579
86 H -1.99633 1.73491 -0.91522
87 H -1.23823 0.76940 -2.20602
88 H -0.24053 1.53156 -1.03917
89 H 0.83631 -1.52694 2.60191
90 H -0.79820 -1.22874 2.05160
91 H 0.31899 0.18643 2.33702
92 H -1.06573 -4.48083 -0.88394
93 H -0.45758 -4.32350 0.80160
94 H 0.58671 -4.09779 -0.51247
95 C 3.42562 3.46542 4.00595
96 O 4.26252 3.38830 2.83132
97 P 3.84792 4.20182 1.53727
98 O 3.39896 5.57287 1.80834
99 O 5.15034 4.00538 0.64276
100 C 6.38039 4.59453 0.98913
101 O 2.78997 3.22896 0.81444
102 C 1.44176 3.16789 1.29616
103 H 2.69802 4.26558 3.87467
104 H 4.06683 3.61081 4.86895
105 H 2.86584 2.53348 4.09687
106 H 6.33028 5.12910 1.94013
107 H 6.80287 5.24714 0.22365
108 H 7.12651 3.80100 1.10234
109 H 1.15379 3.99305 1.94601
110 H 1.36788 2.20581 1.80584
111 H 0.72415 3.14641 0.47545
112 C 0.46778 6.40516 -0.05547
113 O -0.67064 6.89107 0.63942
114 P -1.90400 6.01370 1.17512
115 O -1.59810 4.93774 2.13839
116 O -2.86324 7.15004 1.76704
117 C -3.41849 8.14076 0.92114
118 O -2.59211 5.54107 -0.19043
119 C -2.32818 4.25038 -0.71450
120 H 1.31406 6.28708 0.61975
121 H 0.64141 7.16404 -0.82186
122 H 0.29376 5.49404 -0.63669
123 H -3.33994 9.08170 1.47879
124 H -4.49584 8.01313 0.79438
125 H -2.91881 8.30163 -0.03315
126 H -1.46182 4.25583 -1.38106
127 H -3.17424 3.96436 -1.33902
128 H -2.18168 3.49465 0.05414
129 C 3.46485 1.20455 -1.60224
130 O 4.14078 2.41260 -1.93663
131 P 4.61136 2.61160 -3.44032
132 O 3.54025 2.52142 -4.44490
133 O 5.40764 4.00229 -3.42882
134 C 6.29565 4.41423 -4.44147
135 O 5.84027 1.54882 -3.63146
136 C 5.51848 0.36119 -4.37027
137 H 3.06304 0.72966 -2.50714
138 H 2.57528 1.29621 -0.98791
139 H 4.21258 0.50227 -1.23859
140 H 7.24286 4.78719 -4.05440
141 H 5.80371 5.25740 -4.94083
142 H 6.47441 3.67555 -5.22544
143 H 6.37579 0.11513 -4.99405
144 H 4.63060 0.42447 -4.99896
145 H 5.32432 -0.44846 -3.66094



Q: Among the records above, which one has the highest frontier orbital gap?
A: C25H85O30P5



Q: What is the formula in the first record?
A: C25H80N22O13



Q: Among the records above, which one has the lowest E_HOMO?
A: C25H85O30P5



Q: Among the records above, which one has the lowest energy above the lowest of the compared OMol25 structures with the same formula, charge and spin?
A: C25H80N22O13